(1)
The following is a quantum chemistry calculation of C21H43CeN2P3S as an isolated structure, from the Open Molecules 2025 dataset.

Geometry as XYZ:
```
71
C21H43CeN2P3S (ωB97M-V/def2-TZVPD)
Ce -0.741 0.103 -0.612
P 0.292 -2.428 0.334
P 2.379 0.385 -0.531
P -3.297 -0.831 0.085
H 1.421 1.470 -3.254
C 0.369 1.515 -2.969
C -0.229 2.525 -2.278
H 0.330 3.252 -1.681
C 0.441 -3.421 -1.199
C 1.811 -2.924 1.231
C -0.927 -3.393 1.304
C 3.122 1.975 -1.080
C 3.374 0.250 1.014
C 3.332 -0.777 -1.586
C -4.299 0.617 -0.408
C -4.133 -1.370 1.604
C -3.774 -2.134 -1.092
H -0.199 0.601 -3.241
H -1.329 2.600 -2.187
H 0.659 -4.462 -0.922
H 1.259 -3.026 -1.819
H -0.503 -3.382 -1.760
H 1.729 -3.992 1.491
H 1.922 -2.351 2.164
H 2.708 -2.779 0.615
H -0.463 -4.353 1.578
H -1.837 -3.585 0.720
H -1.205 -2.859 2.226
H 4.064 1.809 -1.607
H 3.329 2.599 -0.208
H 2.430 2.484 -1.747
H 4.453 0.253 0.801
H 3.144 -0.650 1.590
H 3.158 1.121 1.644
H 4.378 -0.446 -1.650
H 2.907 -0.782 -2.597
H 3.312 -1.798 -1.185
H -5.192 0.249 -0.927
H -3.731 1.287 -1.073
H -4.575 1.154 0.510
H -5.141 -1.720 1.318
H -4.199 -0.506 2.288
H -3.556 -2.176 2.087
H -4.865 -2.108 -1.174
H -3.441 -3.120 -0.729
H -3.340 -1.901 -2.073
C -3.662 0.536 -5.326
C -4.054 -0.524 -6.175
C -4.695 -0.288 -7.393
C -4.944 1.026 -7.806
C -4.509 2.092 -7.016
C -3.867 1.847 -5.797
S -2.973 0.148 -3.715
H -1.896 1.018 -3.570
H -3.845 -1.550 -5.884
H -5.001 -1.126 -8.026
H -5.425 1.219 -8.763
H -4.660 3.119 -7.351
H -3.502 2.668 -5.192
C 0.494 0.012 5.286
N 0.248 0.591 3.968
C 0.130 1.950 3.683
C -0.120 2.057 2.342
N -0.211 0.769 1.798
C 0.057 -0.076 2.820
H 1.409 0.434 5.721
H -0.342 0.226 5.967
H 0.604 -1.072 5.186
H 0.226 2.703 4.439
H -0.268 2.938 1.735
H 0.100 -1.154 2.755
```

orbital gap (spin up / spin down): 5.628 / 5.686 eV
<S²>: 0.751
relative energy (zero: lowest compared OMol25 entry of this formula, charge and spin): 0.000 eV
net charge: +3
spin multiplicity: 2

=====

(2)
The following is a quantum chemistry calculation of a 8-piece molecular cluster, C21H43FO30S7 overall, from the Open Molecules 2025 dataset.

Geometry as XYZ:
```
102
C21H43FO30S7 (ωB97M-V/def2-TZVPD)
C 2.920 3.008 1.866
C 2.820 4.207 0.916
C 2.239 3.886 -0.455
F 2.534 4.988 -1.296
C 0.727 3.654 -0.473
C -0.044 4.977 -0.451
O -1.335 4.912 0.116
C -2.122 3.800 -0.261
O 0.344 2.921 -1.615
C 0.265 1.515 -1.446
H 3.731 2.325 1.590
H 1.996 2.421 1.899
H 3.123 3.372 2.879
H 3.815 4.644 0.762
H 2.210 4.989 1.391
H 2.738 3.015 -0.899
H 0.484 3.089 0.442
H 0.503 5.708 0.155
H -0.092 5.362 -1.482
H -3.134 4.000 0.100
H -2.144 3.667 -1.351
H -1.766 2.867 0.201
H -0.780 1.193 -1.387
H 0.737 1.031 -2.308
H 0.787 1.180 -0.540
O -1.574 -3.720 -1.297
S -0.855 -2.597 -1.794
O -1.121 -1.309 -1.254
O -0.958 -2.581 -3.377
C 0.353 -2.616 -3.974
C 1.195 -3.360 -2.957
O 0.704 -2.860 -1.695
H 0.706 -1.594 -4.110
H 0.275 -3.127 -4.930
H 2.250 -3.118 -3.024
H 1.038 -4.439 -2.986
O 4.703 0.368 -1.729
S 4.304 -0.338 -2.893
O 2.967 -0.809 -3.018
O 5.334 -1.529 -3.140
C 5.913 -1.443 -4.454
C 5.914 0.047 -4.746
O 4.657 0.490 -4.206
H 5.288 -1.995 -5.157
H 6.907 -1.878 -4.411
H 5.923 0.281 -5.807
H 6.727 0.565 -4.236
O -0.840 -8.548 -3.948
S -1.949 -7.662 -3.845
O -2.522 -7.114 -5.026
O -1.569 -6.512 -2.821
C -2.557 -6.423 -1.762
C -3.037 -7.850 -1.617
O -3.115 -8.317 -2.985
H -3.348 -5.747 -2.078
H -2.073 -6.049 -0.869
H -4.025 -7.918 -1.175
H -2.326 -8.466 -1.068
O -2.633 -7.051 1.078
S -2.440 -6.139 2.156
O -1.712 -6.547 3.304
O -3.868 -5.564 2.566
C -3.873 -4.125 2.509
C -2.876 -3.810 1.409
O -1.826 -4.773 1.628
H -3.561 -3.730 3.477
H -4.884 -3.804 2.272
H -2.451 -2.813 1.474
H -3.301 -3.967 0.419
O -5.278 -5.745 -0.560
S -6.446 -5.427 0.186
O -6.478 -4.251 0.981
O -6.836 -6.707 1.049
C -8.188 -7.116 0.776
C -8.396 -6.706 -0.671
O -7.730 -5.434 -0.753
H -8.863 -6.589 1.451
H -8.252 -8.188 0.936
H -9.439 -6.553 -0.933
H -7.929 -7.403 -1.368
O 2.259 9.821 2.760
S 3.193 8.768 2.566
O 3.829 8.166 3.687
O 4.267 9.242 1.491
C 4.331 8.317 0.388
C 2.925 7.755 0.306
O 2.554 7.603 1.692
H 5.067 7.545 0.616
H 4.627 8.871 -0.498
H 2.862 6.775 -0.155
H 2.232 8.450 -0.171
O 2.359 3.171 5.748
S 2.517 4.306 6.590
O 2.964 4.155 7.928
O 1.162 5.149 6.542
C 1.420 6.504 6.131
C 2.626 6.382 5.217
O 3.437 5.395 5.877
H 1.637 7.108 7.013
H 0.533 6.876 5.626
H 3.210 7.294 5.133
H 2.353 6.020 4.224
```

orbital gap: 9.641 eV
structure (SMILES): CC[C@H](F)[C@@H](COC)OC.O=S1(=O)OCCO1.O=S1(=O)OCCO1.O=S1(=O)OCCO1.O=S1(=O)OCCO1.O=S1(=O)OCCO1.O=S1(=O)OCCO1.O=S1(=O)OCCO1

=====

Number 1: M 588.694 g mol⁻¹, DFT total energy -2831.9083 Eh. Number 2: M 1019.012 g mol⁻¹, DFT total energy -5970.1702 Eh.